The following is a DFT calculation (ωB97M-V/def2-TZVPD) of a molecular structure, C34H44ClN4O5S3Ti in a non-equilibrium geometry.

```
! RIJCOSX wB97M-V def2-TZVPD def2/J DEFGRID3
* xyz 2 2
Ti 0.070 -0.172 0.302
C 2.687 -1.135 1.728
C 1.644 -0.877 2.817
N 0.254 -1.034 2.312
C -0.320 -2.393 2.450
C 0.329 -3.404 1.522
S 0.303 -2.849 -0.224
C 2.056 -2.924 -0.699
C 2.749 -1.560 -0.710
N 2.246 -0.684 0.374
H 2.919 -2.194 1.664
H 3.614 -0.632 1.999
H 1.740 0.139 3.186
H 1.827 -1.554 3.653
H -0.351 -0.408 2.846
H -1.376 -2.312 2.214
H -0.231 -2.745 3.479
H -0.216 -4.343 1.574
H 1.364 -3.606 1.790
H 2.093 -3.359 -1.696
H 2.536 -3.631 -0.026
H 2.572 -1.050 -1.654
H 3.825 -1.713 -0.615
H 2.624 0.247 0.218
C -3.228 5.362 0.096
N -2.481 4.617 -0.913
C -2.896 4.596 -2.330
C -1.768 3.798 -3.009
N -0.979 3.331 -1.857
C -1.458 3.811 -0.723
S -0.804 3.427 0.839
H -3.036 6.430 -0.003
H -2.934 5.042 1.093
H -4.293 5.177 -0.038
H -2.991 5.607 -2.718
H -3.863 4.100 -2.404
H -1.151 4.425 -3.649
H -2.143 2.960 -3.590
H -0.369 2.522 -1.840
C -0.301 1.599 4.383
C -1.753 1.821 4.723
C -2.113 2.428 5.919
C -3.444 2.608 6.261
Cl -3.846 3.383 7.755
C -4.446 2.172 5.417
C -4.107 1.564 4.212
C -2.772 1.403 3.873
O -2.359 0.810 2.691
C -3.326 0.701 1.660
C -2.600 0.377 0.379
O -2.805 0.986 -0.641
O -1.722 -0.650 0.476
H 0.330 2.311 4.914
H -0.111 1.707 3.314
H 0.019 0.596 4.689
H -1.339 2.772 6.596
H -5.485 2.303 5.689
H -4.903 1.214 3.569
H -3.884 1.624 1.519
H -4.015 -0.123 1.878
O 0.714 1.367 1.223
C 0.189 2.004 0.230
O 0.106 -0.085 -1.703
S -0.079 -1.129 -2.848
C -1.862 -1.568 -2.899
C -2.690 -0.967 -3.997
C -3.373 0.230 -3.811
C -4.137 0.759 -4.843
C -4.223 0.100 -6.063
C -3.550 -1.101 -6.248
C -2.790 -1.631 -5.217
C 0.146 -0.099 -4.289
C 1.627 0.053 -4.555
C 2.192 1.322 -4.590
C 3.544 1.482 -4.868
C 4.341 0.371 -5.101
C 3.784 -0.904 -5.060
C 2.434 -1.062 -4.789
H -2.206 -1.283 -1.905
H -1.843 -2.656 -2.972
H -3.326 0.723 -2.846
H -4.685 1.681 -4.693
H -4.826 0.511 -6.863
H -3.627 -1.630 -7.190
H -2.283 -2.582 -5.359
H -0.330 0.849 -4.035
H -0.392 -0.563 -5.116
H 1.571 2.194 -4.415
H 3.972 2.476 -4.911
H 5.393 0.496 -5.326
H 4.401 -1.772 -5.255
H 2.002 -2.059 -4.780
*
```

Output
- energy above the lowest of the compared OMol25 structures with the same formula, charge and spin (kcal per mole) = 38.2
- max |F| (eV/A) = 1.68
- HOMO energy (alpha / beta) (eV) = -12.5 / -12.6